# 1
{"formula": "C5H5AlBiCl2NO5", "method": "ωB97M-V with the def2-TZVPD basis set", "mol_weight_g_mol": 465.96, "total_charge": 4, "homo_lumo_gap_ev": [6.75, 3.82], "spin_multiplicity": 1, "homo_energy_ev": [-23.594, -23.281], "energy_ha": -2000.2126, "e_above_lowest_kcal_mol": 0.00, "species": ["Bi", "Al", "Cl", "Cl", "C", "C", "C", "O", "O", "O", "N", "C", "C", "O", "O", "H", "H", "H", "H", "H"], "positions_angstrom": [[-0.507, -0.124, -4.401], [-1.492, 0.423, 0.471], [-0.773, -1.120, -1.012], [-3.386, 1.275, 0.426], [-0.264, 1.880, -0.507], [0.547, -2.093, -4.012], [0.684, 0.481, -6.227], [0.615, 2.439, -0.991], [0.779, -3.154, -3.608], [1.558, 0.793, -6.925], [0.200, -1.255, 5.001], [0.132, 0.012, 4.218], [-0.581, -0.372, 2.949], [-1.102, -1.492, 2.855], [-0.569, 0.545, 2.009], [-0.249, -1.992, 4.411], [-0.293, -1.157, 5.893], [1.173, -1.479, 5.236], [-0.435, 0.757, 4.782], [1.139, 0.383, 4.030]], "nbo_charge": [1.376, 1.525, -0.535, -0.310, 0.531, 0.457, 0.453, -0.284, -0.177, -0.147, -0.670, -0.315, 0.785, -0.069, -0.711, 0.455, 0.492, 0.491, 0.332, 0.323]}

# 2
{"formula": "C5H5BrF3N2", "method": "ωB97M-V with the def2-TZVPD basis set", "mol_weight_g_mol": 230.01, "total_charge": 1, "homo_lumo_gap_ev": [6.40, 6.39], "smiles": "C=[NH+]/C=N\\C=C(/Br)C(F)(F)F", "spin_multiplicity": 1, "homo_energy_ev": [-13.032, -13.030], "energy_ha": -3176.2799, "species": ["C", "C", "C", "C", "C", "N", "N", "F", "F", "F", "Br", "H", "H", "H", "H", "H"], "positions_angstrom": [[2.137, -0.559, 1.346], [-0.067, 0.723, 1.583], [-0.855, -0.027, -0.496], [2.982, -0.239, 0.297], [4.322, -0.811, 0.074], [1.088, 0.124, 1.663], [-0.984, 0.666, 0.551], [4.390, -1.774, -0.915], [5.203, 0.114, -0.323], [4.796, -1.259, 1.182], [2.615, 1.252, -0.793], [2.613, -1.290, 2.140], [-0.370, 1.243, 2.501], [0.139, -0.417, -0.614], [-1.559, 0.057, -1.241], [-1.770, 1.337, 0.587]], "nbo_charge": [-0.025, 0.235, 0.156, -0.206, 0.928, -0.337, -0.437, -0.315, -0.309, -0.286, 0.143, 0.287, 0.234, 0.239, 0.233, 0.460]}

# 3
{"formula": "C5H5BrIN3", "method": "ωB97M-V with the def2-TZVPD basis set", "mol_weight_g_mol": 313.92, "total_charge": 0, "homo_lumo_gap_ev": [8.28, 8.28], "spin_multiplicity": 1, "homo_energy_ev": [-8.120, -8.121], "energy_ha": -3229.3410, "e_above_lowest_kcal_mol": 55.64, "species": ["C", "C", "C", "C", "C", "N", "N", "N", "Br", "I", "H", "H", "H", "H", "H"], "positions_angstrom": [[-2.147, 0.558, 0.685], [-0.698, -1.073, -0.104], [-1.155, 1.501, 0.538], [-1.901, -0.759, 0.417], [0.375, -0.128, -0.231], [0.008, 1.097, 0.083], [3.203, -0.032, -1.604], [3.107, -0.033, -0.433], [-3.378, -1.905, 0.762], [3.382, -1.826, 0.719], [-3.005, 1.002, 1.065], [-0.480, -2.085, -0.465], [-1.273, 2.559, 0.748], [0.741, 1.826, 0.147], [3.218, -0.701, -2.325]], "nbo_charge": [-0.300, -0.313, 0.047, -0.039, -0.021, -0.494, -0.289, -0.075, 0.072, -0.011, 0.231, 0.225, 0.212, 0.401, 0.354]}

# 4
{"formula": "C5H5BrNO2", "method": "ωB97M-V with the def2-TZVPD basis set", "mol_weight_g_mol": 191.00, "total_charge": 1, "homo_lumo_gap_ev": 8.38, "spin_multiplicity": 1, "homo_energy_ev": -14.839, "energy_ha": -2972.4134, "e_above_lowest_kcal_mol": 0.00, "species": ["C", "C", "C", "C", "C", "N", "O", "O", "Br", "H", "H", "H", "H", "H"], "positions_angstrom": [[0.176, 0.335, 1.177], [-1.295, 0.034, -0.504], [0.932, 1.419, 2.076], [0.570, -0.977, 0.733], [-0.508, -1.259, -0.400], [-2.046, 0.406, -1.374], [2.127, 1.518, 1.996], [-0.787, 0.875, 0.579], [-1.620, -2.794, -0.048], [0.215, 2.135, 2.512], [1.658, -1.008, 0.498], [0.111, -1.595, 1.601], [0.046, -1.372, -1.372], [-2.492, 1.293, -1.353]], "nbo_charge": [0.609, 0.502, 0.369, -0.562, -0.374, -0.498, -0.364, -0.375, 0.157, 0.183, 0.327, 0.328, 0.293, 0.406]}

# 5
{"formula": "C5H5BrO2", "method": "ωB97M-V with the def2-TZVPD basis set", "mol_weight_g_mol": 177.00, "total_charge": 0, "homo_lumo_gap_ev": 9.25, "smiles": "O=C1[C@H]2[C@@H]1OC[C@@H]2Br", "spin_multiplicity": 1, "homo_energy_ev": -9.241, "energy_ha": -2917.8856, "e_above_lowest_kcal_mol": 68.51, "species": ["C", "C", "C", "C", "C", "O", "O", "Br", "H", "H", "H", "H", "H"], "positions_angstrom": [[-1.016, -1.339, -0.133], [0.813, 0.437, 1.047], [-0.560, -0.233, -1.015], [-1.262, 0.064, 0.303], [1.109, 0.214, -0.476], [-1.320, -2.479, -0.091], [-0.531, 0.757, 1.236], [1.661, 1.873, -1.328], [1.108, -0.626, 1.322], [1.448, 1.272, 1.381], [-1.032, 0.118, -1.847], [-2.306, 0.521, 0.177], [1.886, -0.578, -0.576]], "nbo_charge": [0.547, -0.127, -0.341, -0.025, -0.254, -0.450, -0.472, 0.020, 0.176, 0.229, 0.239, 0.227, 0.232]}

# 6
{"formula": "C5H5BrOS", "method": "ωB97M-V with the def2-TZVPD basis set", "mol_weight_g_mol": 193.07, "total_charge": 0, "homo_lumo_gap_ev": [6.12, 6.09], "spin_multiplicity": 1, "homo_energy_ev": [-7.702, -7.703], "energy_ha": -3240.8139, "e_above_lowest_kcal_mol": 88.44, "species": ["C", "C", "C", "C", "C", "O", "S", "Br", "H", "H", "H", "H", "H"], "positions_angstrom": [[0.471, -0.631, 0.229], [-0.444, 0.303, -0.364], [1.657, -0.288, 0.834], [-0.132, 1.554, -0.589], [-1.805, -0.208, -0.897], [2.349, -1.260, 1.385], [2.034, 1.378, 1.162], [-0.795, 3.133, -1.096], [-0.012, -1.593, 0.259], [-2.340, -0.844, -0.129], [-2.400, 0.511, -1.402], [-1.539, -1.044, -1.556], [2.955, -1.010, 2.165]], "nbo_charge": [-0.417, -0.126, 0.238, 0.011, -0.613, -0.670, -0.107, 0.262, 0.216, 0.239, 0.228, 0.234, 0.505]}

# 7
{"formula": "C5H5Cl", "method": "ωB97M-V with the def2-TZVPD basis set", "mol_weight_g_mol": 100.55, "total_charge": 0, "homo_lumo_gap_ev": [7.35, 7.36], "spin_multiplicity": 1, "homo_energy_ev": [-8.731, -8.717], "energy_ha": -653.4654, "e_above_lowest_kcal_mol": 135.14, "species": ["C", "C", "C", "C", "C", "Cl", "H", "H", "H", "H", "H"], "positions_angstrom": [[-0.895, -1.006, 2.865], [-0.526, -1.321, 1.749], [0.969, 1.371, -1.131], [-0.449, -1.820, 0.503], [-0.045, 0.676, -1.640], [-1.168, 1.419, -2.698], [-0.801, -0.691, 3.892], [1.751, 0.987, -0.444], [1.157, 2.486, -1.398], [0.270, -1.727, -0.288], [-0.263, -0.374, -1.409]], "nbo_charge": [-0.096, -0.234, -0.411, -0.081, -0.235, 0.004, 0.236, 0.217, 0.216, 0.174, 0.210]}

# 8
{"formula": "C5H5Cl2N", "method": "ωB97M-V with the def2-TZVPD basis set", "mol_weight_g_mol": 150.01, "total_charge": 0, "homo_lumo_gap_ev": 10.08, "smiles": "C#CCCl.N#CCCl", "spin_multiplicity": 1, "homo_energy_ev": -9.479, "energy_ha": -1168.5411, "e_above_lowest_kcal_mol": 80.04, "species": ["C", "C", "C", "C", "C", "H", "H", "H", "H", "H", "N", "Cl", "Cl"], "positions_angstrom": [[2.942, -0.527, 0.358], [1.693, -1.158, -0.065], [-2.298, -0.278, 0.197], [-2.198, 1.121, -0.195], [-2.123, 2.283, -0.503], [2.769, 0.052, 1.267], [3.685, -1.292, 0.560], [-3.342, -0.566, 0.341], [-1.756, -0.460, 1.127], [-2.053, 3.311, -0.783], [0.705, -1.666, -0.382], [3.591, 0.566, -0.887], [-1.614, -1.386, -1.035]], "nbo_charge": [-0.481, 0.258, -0.449, -0.038, -0.209, 0.256, 0.255, 0.243, 0.235, 0.237, -0.306, -0.005, 0.003]}

> What is the formula in the fourth record?

C5H5BrNO2